Entry 1:
Formula: C33H49N5O8
Source: OMol25
Level of theory: wB97M-V/def2-TZVPD

* ΔE to the lowest compared entry with this formula, charge and spin: 0.8 kcal/mol
* calculated total energy: -58852.1378 eV
* charge: 0
* LUMO: 0.5 eV
* F_max: 0.019 hartree/bohr

The geometry in XYZ format:
```
95
Properties=species:S:1:pos:R:3:forces:R:3
C 5.678010 4.279131 0.508587 -0.08 -0.31 0.01
H 6.104777 4.353489 -0.489569 0.04 0.06 -0.11
H 6.399338 3.800481 1.164107 0.03 0.06 0.01
H 5.469666 5.278450 0.880663 -0.05 0.13 0.00
C 4.383482 3.465536 0.464779 -0.06 0.55 0.32
C 3.378479 4.142670 -0.469417 0.26 -0.36 0.21
H 2.423859 3.625201 -0.439897 -0.11 -0.04 0.03
H 3.754898 4.134383 -1.489262 0.05 0.04 -0.15
H 3.226230 5.172119 -0.158512 -0.01 0.11 0.04
C 3.780104 3.312107 1.861386 0.19 -0.14 -0.20
H 3.509075 4.288502 2.253483 -0.07 0.13 0.03
H 2.888779 2.688715 1.814328 -0.12 -0.03 0.00
H 4.499989 2.847187 2.528732 -0.02 0.03 0.06
O 4.620618 2.165161 -0.123631 -0.11 -0.07 -0.14
C 5.523362 1.334353 0.455946 0.09 -0.09 -0.31
O 6.124956 1.558639 1.481130 0.05 0.15 0.37
N 5.690268 0.228271 -0.297119 -0.14 -0.14 -0.27
H 5.027143 0.041607 -1.041075 -0.01 0.16 0.10
C 6.447108 -0.902160 0.193855 0.18 -0.18 0.03
C 5.555115 -2.132521 0.358808 -0.03 0.32 0.16
C 4.473027 -1.905455 1.413956 -0.03 -0.23 -0.18
C 3.334375 -2.921833 1.348130 0.08 0.17 -0.17
H 3.721524 -3.939662 1.402182 -0.06 -0.03 0.06
H 2.666553 -2.770211 2.198314 -0.04 -0.10 0.05
C 2.509883 -2.792837 0.060810 0.21 -0.25 0.11
N 1.941609 -1.478569 -0.099033 0.09 0.09 0.03
C 2.342676 -0.624518 -1.041595 -0.15 -0.18 0.44
O 3.332597 -0.770567 -1.755695 0.18 0.00 -0.34
C 1.498217 0.573974 -1.208007 -0.49 0.17 0.15
C 0.283906 1.026888 -0.711231 0.83 -0.04 -0.51
N -0.046486 2.197753 -1.335858 -0.27 0.17 0.07
C 0.918781 2.450069 -2.175155 -0.04 0.02 -0.10
N 1.871405 1.498688 -2.138012 0.00 -0.20 0.10
H 2.736628 1.431252 -2.653664 -0.03 0.01 0.01
H 0.954363 3.306349 -2.818548 0.12 0.14 -0.17
C -0.625187 0.464492 0.298181 -0.25 0.17 0.20
O -0.382712 -0.533209 0.973165 -0.01 -0.22 0.06
N -1.743073 1.193105 0.444539 -0.20 0.16 0.05
H -1.901918 1.920609 -0.241010 0.07 -0.08 0.01
C -2.839711 0.767773 1.268168 0.08 -0.26 0.16
C -3.586023 1.971441 1.866928 0.04 -0.15 -0.07
C -4.255903 2.785324 0.794840 0.00 0.08 0.15
C -3.546292 3.738716 0.073506 -0.05 0.05 0.01
C -4.156504 4.444834 -0.948635 0.04 0.05 -0.08
C -5.485113 4.212548 -1.258681 -0.04 0.04 -0.07
C -6.205578 3.280227 -0.531808 -0.07 0.00 -0.04
C -5.593906 2.573972 0.488232 -0.03 0.00 0.00
H -6.158784 1.854539 1.063056 -0.05 -0.08 0.05
H -7.247375 3.105995 -0.759423 -0.08 -0.02 -0.01
H -5.960637 4.761928 -2.057367 -0.04 0.05 -0.06
H -3.591671 5.179761 -1.502681 0.05 0.07 -0.05
H -2.514895 3.946278 0.321480 0.13 0.02 0.04
H -4.328162 1.594406 2.570866 0.05 0.05 0.01
H -2.861916 2.582041 2.409520 -0.02 -0.07 0.04
H -2.418630 0.151487 2.073800 -0.13 0.11 -0.12
C -3.762207 -0.151756 0.449122 0.71 0.26 -0.12
O -3.489711 -0.501983 -0.669320 -0.16 -0.09 -0.02
O -4.820781 -0.502242 1.155019 -0.32 -0.01 0.40
C -5.807374 -1.437748 0.632208 -0.42 -0.46 -0.26
C -6.424536 -0.907756 -0.660415 0.26 0.05 0.14
H -6.850601 0.079923 -0.501984 -0.09 0.09 0.01
H -7.211653 -1.582188 -0.986012 -0.12 -0.08 0.01
H -5.672880 -0.840312 -1.441648 -0.04 -0.01 -0.05
C -6.858129 -1.522071 1.738752 0.39 0.13 -0.20
H -7.636187 -2.225593 1.458499 -0.08 -0.08 -0.05
H -7.308959 -0.547367 1.906179 -0.08 0.11 0.02
H -6.397700 -1.853363 2.665700 0.03 -0.06 0.11
C -5.147351 -2.796745 0.408508 0.07 0.32 0.05
H -4.674212 -3.137879 1.326802 0.03 -0.07 0.10
H -5.897248 -3.522668 0.107044 -0.11 -0.08 -0.01
H -4.393377 -2.723607 -0.369997 0.04 -0.06 -0.05
H 1.085167 -1.261166 0.423402 0.02 0.13 -0.13
C 1.385160 -3.836270 0.034257 0.52 0.13 0.12
O 1.438931 -4.884650 0.623092 -0.04 -0.04 0.02
O 0.396533 -3.401999 -0.726612 -0.29 0.13 -0.29
C -0.857371 -4.122698 -0.848734 -0.56 -0.42 -0.07
C -1.522590 -4.202301 0.523612 0.30 0.05 -0.13
H -2.514756 -4.633856 0.426350 -0.13 -0.03 -0.03
H -0.931960 -4.819992 1.195201 -0.03 -0.05 0.05
H -1.604258 -3.201794 0.944049 -0.08 0.12 0.05
C -0.618630 -5.511621 -1.438688 0.18 0.21 0.17
H -0.107149 -5.428031 -2.395274 0.02 -0.01 -0.13
H -0.010578 -6.110353 -0.766332 -0.02 -0.06 -0.02
H -1.571542 -6.010612 -1.591664 -0.13 -0.02 -0.05
C -1.686294 -3.265332 -1.804489 0.37 -0.05 0.28
H -1.142316 -3.115607 -2.733458 0.04 -0.02 -0.14
H -2.627675 -3.760700 -2.024673 -0.12 -0.07 -0.01
H -1.890550 -2.291939 -1.365586 -0.06 0.10 0.04
H 3.147961 -2.980515 -0.812561 -0.15 -0.01 0.12
H 4.053714 -0.905281 1.286243 0.01 0.05 0.09
H 4.926270 -1.942584 2.406119 -0.01 0.07 0.04
H 5.097550 -2.333672 -0.610104 0.02 -0.11 -0.06
H 6.170196 -2.991826 0.629538 0.03 -0.07 -0.04
H 6.886114 -0.601165 1.148083 0.03 -0.08 -0.14
H 7.254000 -1.122989 -0.513741 0.01 0.00 0.15
```
Forces are in eV/Å.

***

Entry 2:
Formula: C33H49N6OPPdS
Source: OMol25
Level of theory: wB97M-V/def2-TZVPD

* ΔE to the lowest compared entry with this formula, charge and spin: 8.2 kcal/mol
* calculated total energy: -69598.7232 eV
* charge: +2
* LUMO (spin up / spin down): -5.9 / -6.8 eV
* multiplicity: 3
* F_max: 0.005 hartree/bohr

The geometry in XYZ format:
```
92
Properties=species:S:1:pos:R:3:forces:R:3
Pd -2.128424 0.089230 0.402370 -0.13 0.21 0.00
N -2.661007 -2.002155 1.003676 -0.04 -0.09 0.13
C -3.829522 -2.517281 0.243357 0.00 0.03 0.02
C -5.117613 -1.775258 0.572793 -0.03 -0.02 -0.01
C -5.223492 -0.335828 0.087907 0.05 -0.03 0.07
N -4.290250 0.554157 0.821737 -0.08 -0.15 0.01
H -1.838638 -2.570602 0.820596 0.02 0.05 -0.03
H -2.838684 -2.094582 2.000505 -0.02 -0.01 -0.01
H -3.973799 -3.578706 0.446933 0.02 -0.04 0.02
H -3.601038 -2.423845 -0.820788 0.01 0.01 -0.01
H -5.304548 -1.814538 1.652683 0.02 0.00 0.00
H -5.936755 -2.335084 0.118807 -0.01 0.01 0.00
H -6.251562 0.005526 0.212179 -0.03 0.02 0.01
H -4.985649 -0.273343 -0.976048 0.02 0.01 -0.02
H -4.449361 0.443783 1.820318 -0.01 0.05 0.00
H -4.480411 1.530063 0.615605 -0.02 -0.01 -0.09
S -0.627258 7.496591 1.143507 0.13 0.07 -0.02
N -0.460789 6.293089 2.198133 -0.11 0.04 -0.01
C -0.864128 5.193104 1.582922 0.04 -0.01 -0.03
C -0.887964 3.866168 2.163263 0.00 -0.03 0.00
C -0.447144 3.571970 3.455870 0.01 0.01 0.02
C -0.483850 2.266953 3.892977 0.01 0.00 0.07
C -0.981537 1.284865 3.042699 -0.07 -0.02 -0.07
N -1.423694 1.562376 1.824331 0.00 -0.01 0.20
C -1.365128 2.825884 1.365732 -0.01 0.01 0.04
C -1.766111 3.050162 -0.021969 -0.01 0.03 -0.07
N -2.114377 1.964805 -0.740035 0.14 0.05 -0.08
C -2.425733 2.110859 -2.022007 -0.03 -0.06 0.07
C -2.419981 3.347918 -2.658983 -0.01 0.00 -0.04
C -2.064397 4.465865 -1.938926 0.00 0.03 -0.02
C -1.721119 4.322541 -0.592450 0.00 -0.03 0.01
C -1.276112 5.415941 0.247032 0.04 -0.04 0.00
N -1.177884 6.680897 -0.128599 -0.09 0.03 0.07
H -0.074822 4.368378 4.087501 0.00 0.01 -0.02
H -0.139571 1.993184 4.880465 0.00 0.02 -0.01
H -1.028861 0.247320 3.347372 0.02 -0.01 0.01
H -2.684599 1.208882 -2.562462 -0.01 -0.01 -0.01
H -2.685834 3.412501 -3.704785 0.01 0.00 0.01
H -2.035279 5.446586 -2.397264 0.01 -0.01 0.03
O -0.065703 -0.625412 0.476809 0.09 -0.06 -0.18
P 1.075489 -1.328107 -0.253695 -0.01 -0.02 -0.01
C 2.425658 -0.190526 -0.676528 0.07 -0.02 0.01
C 1.941662 1.054076 -1.442930 0.00 0.02 -0.05
C 1.352054 2.119671 -0.523803 0.02 0.01 0.02
C 2.318211 2.534581 0.609152 -0.02 0.01 0.00
C 3.593767 1.696447 0.598122 0.02 -0.01 0.01
C 3.239953 0.212199 0.586762 -0.03 -0.01 0.02
C 0.442184 -2.237567 -1.726711 0.01 0.00 -0.03
C 1.498086 -2.607500 -2.794856 -0.03 0.00 -0.01
C 1.651527 -1.582499 -3.914406 0.01 0.01 0.01
C 0.308535 -1.267507 -4.560867 -0.01 -0.02 -0.03
C -0.681484 -0.736737 -3.530386 -0.02 0.04 -0.02
C -0.859152 -1.705551 -2.363705 0.08 -0.01 -0.13
C 1.676963 -2.664197 0.839385 0.03 -0.02 0.05
C 1.710273 -2.284803 2.350534 -0.01 -0.01 -0.03
C 3.110439 -2.391629 2.949634 -0.01 -0.01 0.01
C 3.682511 -3.804817 2.802052 0.00 -0.01 -0.01
C 3.344851 -4.425423 1.432672 -0.01 -0.01 0.00
C 2.973782 -3.364654 0.396617 0.01 0.05 0.01
H 3.073503 -0.772092 -1.341605 0.00 0.02 0.00
H 1.209311 0.785105 -2.203184 0.03 0.00 0.04
H 2.794079 1.462509 -1.990069 0.00 0.00 0.01
H 0.436119 1.715628 -0.097044 0.06 -0.01 -0.01
H 1.071587 2.984976 -1.130478 0.00 0.00 0.01
H 1.826891 2.391633 1.578707 0.01 0.01 -0.02
H 2.563977 3.595639 0.544001 0.02 -0.01 -0.03
H 4.193668 1.916145 1.482279 0.00 0.00 0.00
H 4.217953 1.947706 -0.262920 -0.03 0.00 0.00
H 2.671553 0.005543 1.498085 -0.02 0.04 -0.04
H 4.143335 -0.394224 0.643397 0.00 0.00 0.00
H 0.160695 -3.179395 -1.243405 0.01 -0.03 0.04
H 1.192113 -3.559603 -3.238647 -0.03 0.02 -0.01
H 2.464973 -2.798950 -2.330812 0.02 0.00 0.02
H 2.344146 -1.976383 -4.659113 -0.01 -0.02 0.00
H 2.106817 -0.663925 -3.535265 -0.02 0.02 0.00
H -0.096817 -2.180009 -5.011372 0.01 0.01 0.01
H 0.430259 -0.549163 -5.372373 0.01 0.01 0.02
H -1.654330 -0.571751 -4.003319 0.01 -0.01 0.02
H -0.349186 0.240250 -3.164024 0.00 -0.04 -0.03
H -1.410749 -2.580417 -2.721620 0.00 0.02 -0.05
H -1.500141 -1.236014 -1.608989 -0.05 -0.03 0.17
H 0.876800 -3.404825 0.718319 -0.02 -0.01 0.00
H 1.054456 -2.976818 2.885736 0.00 0.00 0.01
H 1.287269 -1.290883 2.511442 0.01 0.00 0.00
H 3.079713 -2.105261 4.001963 -0.01 -0.02 0.00
H 3.774884 -1.675275 2.465868 0.01 0.01 -0.01
H 3.296664 -4.445235 3.597028 -0.01 0.00 -0.01
H 4.763569 -3.766769 2.941046 -0.01 0.00 0.00
H 2.498623 -5.113208 1.526808 0.01 0.01 0.01
H 4.178391 -5.024670 1.067385 0.01 0.01 0.00
H 2.839095 -3.836842 -0.576086 -0.02 -0.02 -0.01
H 3.788054 -2.641859 0.287463 -0.01 -0.02 0.02
```
Forces are in eV/Å.

***

Entry 3:
Formula: C33H50Cl20N2O4
Source: OMol25
Level of theory: wB97M-V/def2-TZVPD

* calculated total energy: -296648.0066 eV
* charge: 0
* LUMO: -1.0 eV
* F_max: 0.054 hartree/bohr

The geometry in XYZ format:
```
109
Properties=species:S:1:pos:R:3:forces:R:3
C 3.017355 0.212780 4.410836 -0.07 0.00 0.11
C 2.382030 1.195920 3.781964 -0.08 -0.40 -0.06
C 1.533749 0.820047 2.616303 0.98 0.53 -0.36
C 1.973016 0.925051 1.362156 -0.12 -0.10 0.77
O 3.238893 1.381826 1.074087 -0.56 -0.40 -0.56
N 3.210319 2.713291 0.468343 0.56 0.63 0.09
O 2.751896 3.500777 1.180872 -0.32 -0.17 -0.24
C 1.074973 0.501099 0.265805 -0.41 -0.39 -0.36
O 1.083327 0.993736 -0.838298 0.54 0.27 -0.29
C 0.114447 -0.589226 0.605399 0.13 0.22 -0.30
C -0.301858 -1.458505 -0.403813 -0.09 -0.27 -0.26
C -1.189262 -2.472563 -0.129156 0.88 -0.27 1.96
C -1.686745 -2.616596 1.220669 2.00 -0.20 -1.48
C -1.277319 -1.739804 2.201386 0.51 -0.53 0.93
C -1.832926 -1.889045 3.610195 -0.87 0.82 -1.21
N -3.004892 -0.960387 3.682153 0.56 -0.02 0.18
C -0.355811 -0.706367 1.894576 -0.38 -0.40 0.05
C 0.160024 0.271673 2.890238 0.43 -0.23 -0.17
O -0.418457 0.623628 3.887193 -0.33 0.05 0.30
H 3.304278 0.262235 5.453444 0.78 0.43 -0.22
H 3.230658 -0.708139 3.881263 -0.65 -0.36 0.28
H 2.473397 2.234891 4.070514 -0.68 -0.02 0.48
H 0.058561 -1.353303 -1.417968 0.15 0.20 0.04
H -1.492025 -3.130262 -0.928223 -0.10 -0.16 0.09
H -2.362914 -3.433628 1.426976 -0.07 0.05 0.22
H -2.232421 -2.890151 3.759229 0.32 -0.14 0.13
H -1.068752 -1.628921 4.331565 -0.23 -0.10 0.36
H -3.418961 -0.996614 2.753841 -0.41 -0.01 0.15
H -2.623230 -0.018943 3.733038 0.02 0.00 0.18
Cl 3.771570 -1.707181 -2.985398 0.03 -0.02 0.00
C 3.718667 0.054633 -2.711046 -0.06 0.03 0.15
C 3.827319 0.831781 -3.995204 -0.11 0.10 0.03
Cl 5.446640 0.687865 -4.741554 0.04 0.00 -0.05
H 4.517288 0.310716 -2.018372 0.05 -0.06 -0.04
H 2.766467 0.274087 -2.231896 -0.01 0.03 -0.06
H 3.663857 1.890099 -3.798345 0.03 -0.01 0.07
H 3.093547 0.500398 -4.725863 0.06 -0.08 -0.02
Cl -4.393348 -3.172980 6.182830 0.04 -0.09 0.01
C -4.511840 -1.982723 7.503915 -0.11 0.01 0.13
C -3.779859 -0.702803 7.197840 -0.16 0.15 -0.03
Cl -2.013616 -0.922632 7.162698 0.11 -0.02 -0.01
H -4.137404 -2.451707 8.410856 0.10 -0.02 -0.05
H -5.569980 -1.768504 7.637409 0.00 0.05 -0.06
H -3.991866 0.030576 7.974428 -0.01 -0.06 0.06
H -4.082381 -0.290671 6.237282 0.07 -0.15 -0.08
Cl -6.327147 -0.434855 1.368781 0.06 0.02 0.02
C -6.099005 -0.810919 -0.365137 -0.21 -0.01 0.08
C -5.069625 -1.890430 -0.570878 -0.17 0.40 0.06
Cl -3.410706 -1.358456 -0.147654 -2.54 0.85 -0.82
H -5.819742 0.107073 -0.876816 0.05 0.01 0.05
H -7.064756 -1.139952 -0.754724 0.35 0.15 0.37
H -5.040540 -2.182605 -1.613939 -0.05 0.07 -0.03
H -5.294357 -2.772774 0.025530 0.06 0.04 0.07
Cl 6.381683 8.163111 -0.019106 0.02 -0.01 -0.01
C 5.312938 6.736622 -0.027866 -0.11 -0.01 -0.07
C 5.248626 6.061908 1.317531 -0.07 -0.04 0.06
Cl 6.791003 5.282315 1.755420 0.01 0.01 0.01
H 5.668290 6.055099 -0.796626 0.08 0.01 0.03
H 4.320326 7.085740 -0.307990 -0.01 0.01 0.05
H 4.493552 5.279304 1.298242 0.01 0.02 -0.06
H 4.994307 6.766668 2.105078 0.08 0.04 -0.01
Cl 2.947998 -2.156322 1.254613 0.07 -0.09 0.07
C 4.260562 -3.364562 1.313150 0.06 -0.10 -0.19
C 4.764619 -3.607947 2.711302 -0.01 -0.08 0.04
Cl 5.636875 -2.199025 3.368382 -0.01 0.02 0.01
H 5.057568 -3.023146 0.656900 -0.02 0.09 0.03
H 3.851957 -4.288045 0.906025 -0.03 -0.01 0.05
H 5.467823 -4.438976 2.704624 0.01 0.01 -0.05
H 3.951687 -3.848133 3.392477 -0.02 0.07 0.00
Cl 7.971257 -1.542447 -2.094007 -0.03 -0.02 0.02
C 8.854351 -0.059215 -2.531736 -0.07 0.15 0.03
C 9.859648 -0.296895 -3.628369 0.00 0.07 -0.08
Cl 11.221422 -1.312443 -3.087216 0.00 -0.02 -0.01
H 9.328023 0.327534 -1.632867 0.04 -0.08 0.01
H 8.111028 0.663255 -2.867293 -0.01 -0.04 -0.07
H 10.281815 0.653939 -3.949647 0.00 0.01 0.05
H 9.402067 -0.780505 -4.487722 -0.01 -0.07 0.04
Cl -7.973538 -1.958443 -2.716097 -0.21 -0.20 -0.45
C -8.555073 -0.850529 -3.988966 -0.15 0.01 -0.07
C -7.444386 -0.412425 -4.907155 -0.02 0.03 -0.09
Cl -6.264729 0.641290 -4.085014 0.04 -0.04 0.02
H -9.030726 -0.003355 -3.501780 0.08 0.01 0.05
H -9.310731 -1.387747 -4.559582 0.04 -0.04 -0.01
H -7.858107 0.158273 -5.736655 -0.03 0.03 0.03
H -6.904971 -1.266149 -5.310765 0.01 -0.02 0.05
Cl 2.902825 3.312685 -8.603710 -0.01 -0.02 -0.01
C 4.316542 3.165005 -7.526495 -0.04 0.03 0.14
C 5.619368 3.283488 -8.272797 0.09 0.05 0.05
Cl 5.909766 1.890919 -9.346057 -0.01 0.01 -0.02
H 4.243759 2.215287 -7.003776 0.02 -0.05 -0.08
H 4.239493 3.966936 -6.793539 0.03 0.04 -0.04
H 6.444071 3.314244 -7.562529 -0.03 -0.04 0.04
H 5.650135 4.185717 -8.878414 -0.05 -0.03 -0.05
Cl -3.740520 -3.737536 -3.066303 0.10 -0.19 -0.09
C -4.312633 -2.625073 -4.334511 -0.14 0.02 -0.08
C -3.187184 -2.142988 -5.212281 0.02 0.06 -0.08
Cl -2.072194 -1.071018 -4.328716 0.01 -0.02 0.03
H -4.821871 -1.793955 -3.849022 0.09 0.02 0.04
H -5.041417 -3.173492 -4.930887 0.06 -0.05 -0.02
H -3.591684 -1.568108 -6.044358 -0.04 0.03 0.04
H -2.610813 -2.972955 -5.613135 0.03 -0.01 0.06
Cl -7.085207 -0.960064 5.253470 0.02 0.03 0.04
C -8.090834 0.434398 5.719072 -0.09 -0.01 -0.10
C -7.361213 1.390320 6.627265 -0.02 0.12 -0.07
Cl -7.056039 0.690878 8.240470 0.01 0.00 0.01
H -8.996915 0.055741 6.185702 0.04 -0.03 0.05
H -8.365931 0.946900 4.798286 0.05 0.04 0.01
H -7.964591 2.283369 6.780979 -0.04 -0.03 0.02
H -6.404623 1.687999 6.204653 0.03 -0.08 0.02
```
Forces are in eV/Å.

***

- The lowest F_max belongs to which entry?
  C33H49N6OPPdS